248
Properties=species:S:1:pos:R:3:forces:R:3 method="wB97M-V/def2-TZVPD" e_above_lowest_kcal_mol=0.0 gap_ev=9.836 fmax_ev_per_a=4.33 homo_ev=-14.6543 charge=+3 multiplicity=1
C -4.67094 2.24539 -1.66991 -0.474 1.273 1.521
C -3.24277 1.82969 -1.37025 -0.966 -1.692 -0.526
C -2.24005 2.85995 -0.98484 -0.051 1.401 -1.603
O -2.58143 3.33743 0.25799 -0.497 -0.471 1.294
C -1.99422 4.54735 0.66373 0.705 0.092 -0.386
N -3.22700 0.79486 -0.28625 -0.253 -1.648 0.296
H -2.29996 0.31203 -0.25666 -0.346 0.443 0.162
H -3.43614 1.10447 0.66551 0.139 0.671 -0.267
H -3.93562 0.04397 -0.47267 0.106 0.427 -0.201
H -4.97387 3.04556 -0.97936 0.149 0.110 -0.209
H -5.41126 1.47607 -1.45629 0.295 -0.169 -0.464
H -4.79210 2.61560 -2.68182 0.075 -0.142 -0.114
H -2.98869 1.24103 -2.25518 0.784 0.187 0.071
H -2.38841 3.69071 -1.69614 0.397 -0.164 -0.215
H -1.20824 2.50120 -1.07832 0.068 -0.081 0.256
H -0.95204 4.39493 0.97007 -0.106 -0.067 0.197
H -2.59306 4.92563 1.48278 0.042 0.162 0.064
H -1.95290 5.26203 -0.16717 -0.319 0.061 0.093
C 9.31818 3.46386 0.50533 -0.591 0.404 -0.574
C 8.74763 2.14072 0.01190 0.295 -0.313 0.682
C 7.46210 2.30361 -0.76774 -0.078 0.959 -0.318
C 6.82524 0.98930 -1.17423 -0.097 -0.774 -1.110
P 5.07126 1.11599 -1.57176 -1.247 -0.056 1.658
C 4.33871 -0.34302 -2.31775 0.770 -0.717 -0.439
C 4.44880 -1.60803 -1.45516 -0.582 -0.119 1.090
C 4.10980 -2.85062 -2.26290 0.334 -0.910 0.375
C 4.11604 -4.15993 -1.42693 -0.217 0.436 -0.211
C 4.70704 2.61893 -2.49557 1.138 -0.068 -0.554
C 3.37968 2.77302 -3.22499 -0.025 0.383 0.040
C 3.32539 4.11790 -3.93910 0.095 0.282 -0.371
C 1.88244 4.46116 -4.32845 0.284 -0.199 0.160
C 4.18030 1.29056 0.02293 0.781 0.339 -0.610
C 4.71814 0.49149 1.21743 -0.558 0.512 0.548
C 5.65692 1.27151 2.11971 1.221 -0.264 0.396
C 6.27398 0.38810 3.21193 -0.300 0.159 0.232
H 9.75253 4.03447 -0.31719 0.118 0.016 0.078
H 10.04715 3.36234 1.30122 0.110 -0.140 -0.024
H 8.47603 4.05625 0.87893 0.203 0.096 0.187
H 8.57426 1.53808 0.91058 -0.069 -0.279 -0.232
H 9.45412 1.60346 -0.62512 0.119 -0.054 0.169
H 7.70939 2.90568 -1.65090 -0.135 -0.213 -0.148
H 6.74307 2.94188 -0.23937 0.109 -0.196 0.315
H 6.90834 0.19603 -0.42592 -0.019 0.205 0.195
H 7.29094 0.56032 -2.07209 0.203 0.141 0.110
H 4.80865 -0.57695 -3.28058 -0.006 0.318 -0.051
H 3.27308 -0.17090 -2.48138 0.097 0.334 -0.061
H 3.76540 -1.50839 -0.59848 -0.290 -0.051 -0.336
H 5.39041 -1.76027 -0.91184 0.332 0.170 -0.642
H 4.88203 -2.95634 -3.03168 -0.321 0.086 -0.279
H 3.11502 -2.81489 -2.71057 0.144 0.594 -0.206
H 4.00707 -3.93532 -0.36470 0.114 -0.138 0.024
H 5.00565 -4.75738 -1.60856 0.124 0.061 0.224
H 3.26078 -4.76634 -1.72031 0.015 -0.100 0.080
H 5.56073 2.69386 -3.19118 -0.313 0.035 -0.203
H 4.88992 3.46316 -1.82279 -0.211 -0.127 0.146
H 2.54008 2.76866 -2.52473 0.076 -0.330 0.114
H 3.20385 2.00323 -3.97941 0.081 -0.265 0.248
H 3.96195 4.13413 -4.83017 0.031 -0.311 0.023
H 3.76708 4.88964 -3.30347 -0.232 0.075 0.086
H 1.29967 3.54576 -4.46131 0.008 0.030 -0.032
H 1.84062 5.00739 -5.26761 -0.097 0.274 0.121
H 1.42773 5.02640 -3.51698 -0.233 0.129 -0.190
H 3.14452 1.08442 -0.24969 -0.111 0.111 0.291
H 4.31857 2.35865 0.22475 -0.467 -0.014 0.201
H 5.14435 -0.46608 0.92334 0.013 -0.041 0.095
H 3.88897 0.30857 1.90663 -0.252 -0.506 -0.488
H 5.16445 2.12396 2.59204 -0.248 -0.020 -0.209
H 6.55028 1.66641 1.62597 -0.344 0.201 -0.399
H 6.95769 -0.33166 2.76052 0.118 0.010 0.150
H 5.56021 -0.17114 3.82281 -0.201 0.030 -0.250
H 6.80162 1.03542 3.91298 0.296 -0.176 -0.069
C 0.67107 -5.13563 2.09837 1.036 0.033 0.262
C -0.66416 -4.93372 1.43863 -1.217 -1.109 -0.205
C -1.79224 -4.81930 2.48987 1.193 0.989 0.697
C -3.24374 -5.02817 2.09248 0.281 0.470 -0.306
P -3.92732 -3.72646 1.02426 -0.919 -0.986 0.376
C -5.71433 -4.01427 0.80873 0.771 -0.227 0.338
C -6.08323 -5.50046 0.94864 0.442 -0.373 -0.772
C -7.09915 -5.96621 -0.07673 -1.192 -0.008 -0.173
C -8.40511 -5.12307 -0.10591 0.650 -0.366 -0.218
C -3.65033 -2.16736 1.87148 0.315 -0.010 0.956
C -4.08916 -2.23420 3.35283 -0.073 -0.099 -0.043
C -3.94343 -0.88023 4.02842 -0.264 0.647 -0.874
C -4.32131 -0.82543 5.51159 0.445 1.268 -1.045
C -3.20955 -3.85184 -0.59794 1.661 0.434 -0.853
C -3.69390 -4.96768 -1.57183 -0.726 0.919 1.435
C -2.77805 -5.09496 -2.77702 0.046 -0.082 -0.088
C -1.52187 -5.92665 -2.47955 -1.180 -0.593 -0.186
H 1.50850 -5.03804 1.40285 -0.192 -0.072 -0.183
H 0.78128 -6.11807 2.56258 -0.215 0.029 0.009
H 0.88801 -4.39204 2.87224 -0.280 0.043 0.020
H -0.95937 -5.83387 0.87410 0.498 0.131 -0.235
H -0.61189 -4.12551 0.71056 -0.122 0.271 0.233
H -1.63626 -3.84661 2.98517 -0.315 -0.092 0.010
H -1.54394 -5.53749 3.27790 -0.149 -0.116 -0.112
H -3.88772 -5.00947 2.97318 0.010 -0.285 0.053
H -3.33987 -5.99209 1.59452 -0.176 0.012 -0.010
H -5.80341 -3.59726 -0.19457 -0.832 -0.105 -0.011
H -6.32030 -3.48760 1.54093 0.131 0.631 -0.266
H -6.44093 -5.67595 1.96351 -0.076 -0.022 -0.009
H -5.20115 -6.13202 0.81705 -0.065 -0.025 0.098
H -7.36816 -7.00751 0.12260 0.124 0.056 0.255
H -6.70010 -6.00408 -1.09576 0.299 0.232 0.166
H -8.62777 -4.68390 0.86738 -0.104 -0.092 0.028
H -9.22188 -5.77322 -0.41193 -0.156 0.163 0.058
H -8.32169 -4.31473 -0.83063 -0.068 0.063 0.103
H -4.25585 -1.36864 1.44533 0.325 -0.052 -0.524
H -2.56984 -1.97993 1.87145 -0.118 0.377 -0.392
H -3.48793 -2.95982 3.90472 -0.147 -0.135 -0.032
H -5.14456 -2.52327 3.38457 0.086 -0.184 0.204
H -4.56602 -0.15374 3.48059 -0.283 -0.254 0.165
H -2.95032 -0.45999 3.80703 0.062 -0.360 0.514
H -3.61873 -1.39010 6.11728 -0.326 -0.269 0.266
H -5.37933 -1.02040 5.65952 0.061 -0.611 0.184
H -4.22005 0.24190 5.74458 0.057 -0.178 0.454
H -2.12811 -4.00477 -0.50578 -0.105 -0.044 0.489
H -3.21139 -2.84403 -1.03584 -0.563 -0.207 -0.223
H -4.73083 -4.69744 -1.78607 0.121 -0.284 -0.613
H -3.73759 -5.88874 -0.97775 0.092 -0.154 -0.343
H -2.52664 -4.09837 -3.15248 -0.067 -0.040 -0.047
H -3.33077 -5.61624 -3.56117 -0.011 0.146 -0.047
H -1.91358 -6.86236 -2.06171 0.382 0.015 0.207
H -0.84138 -5.47189 -1.77089 0.279 0.107 -0.020
H -1.04392 -6.23534 -3.40858 0.355 0.352 0.100
C 0.30139 0.82362 -5.00179 -0.959 0.980 0.758
C 0.60455 -0.56889 -5.49406 -0.530 -0.108 -0.088
C 1.67224 -0.62615 -6.56093 0.929 0.266 -0.276
C 1.20583 0.08717 -7.85847 0.582 -1.302 0.224
P 2.54168 0.54288 -8.97792 0.144 0.792 -0.701
C 3.95777 -0.56974 -8.99791 0.098 0.394 1.262
C 3.72519 -2.06997 -9.23954 0.404 0.317 -0.153
C 4.19567 -2.96707 -8.09298 -1.119 -1.281 -0.447
C 5.70414 -2.95204 -7.86002 -0.402 -0.122 0.489
C 1.83515 0.78308 -10.62629 0.535 -1.134 0.390
C 2.90474 1.07461 -11.69771 -0.229 1.512 0.700
C 2.35766 2.07867 -12.73212 0.747 -0.991 -0.437
C 3.47353 2.44795 -13.72432 -0.365 -0.862 -0.003
C 3.20640 2.10171 -8.39049 0.756 0.429 1.077
C 2.26193 3.30439 -8.36722 -0.441 -0.425 -0.361
C 3.03789 4.59401 -8.28313 0.295 0.967 -0.327
C 2.14132 5.83789 -8.27465 -0.126 -0.246 0.029
H -0.67002 0.87710 -4.49845 0.081 -0.440 0.102
H 0.13918 1.60168 -5.75604 0.554 -0.218 -0.283
H 0.99120 1.19709 -4.24159 0.283 -0.085 -0.250
H -0.31078 -0.98888 -5.92450 0.017 -0.039 -0.006
H 0.83509 -1.21245 -4.64371 0.204 -0.006 -0.044
H 1.92876 -1.65633 -6.81518 -0.330 -0.047 -0.051
H 2.64829 -0.24511 -6.22154 -0.298 0.359 0.243
H 0.63110 0.99524 -7.68806 -0.124 -0.052 0.015
H 0.60174 -0.68327 -8.34549 -0.306 0.490 -0.351
H 4.30912 -0.38167 -7.96613 0.043 -0.387 -0.064
H 4.75198 -0.08643 -9.57089 -0.233 -0.134 -0.422
H 4.32073 -2.36843 -10.10476 -0.250 0.089 -0.182
H 2.67266 -2.21409 -9.49425 0.039 -0.370 0.064
H 3.87366 -3.98034 -8.37956 0.414 0.046 -0.231
H 3.55086 -2.89338 -7.20889 0.545 0.804 0.231
H 5.91876 -3.26504 -6.83709 0.099 0.287 0.044
H 6.10571 -1.95597 -8.04718 0.250 -0.064 0.145
H 6.22477 -3.68508 -8.47336 -0.077 0.203 -0.333
H 1.07301 1.55812 -10.55857 -0.128 -0.100 -0.084
H 1.37295 -0.20296 -10.76825 -0.377 0.310 -0.410
H 3.27278 0.17223 -12.17732 0.035 -0.070 0.037
H 3.73216 1.60092 -11.20017 0.227 -0.363 -0.139
H 2.04401 3.00420 -12.25036 -0.452 -0.213 0.175
H 1.54567 1.50840 -13.18997 -0.343 0.787 -0.315
H 3.24017 3.31396 -14.33594 0.128 0.298 0.303
H 3.65774 1.64892 -14.44719 -0.007 -0.128 0.181
H 4.37720 2.54458 -13.12085 0.198 0.530 -0.385
H 4.15093 2.38579 -8.86802 -0.264 -0.286 -0.631
H 3.58765 1.93406 -7.36914 -0.339 -0.209 0.008
H 1.56411 3.23096 -7.52693 0.044 -0.033 0.024
H 1.64266 3.29143 -9.27067 0.019 0.198 0.004
H 3.69375 4.69554 -9.15565 0.122 -0.267 0.131
H 3.68563 4.56712 -7.39990 -0.045 0.063 0.001
H 1.35113 5.68644 -7.53456 -0.084 0.331 -0.099
H 1.69680 6.01249 -9.25687 -0.207 -0.300 0.068
H 2.66745 6.76908 -8.07038 0.198 -0.176 0.310
C 0.61374 -1.94276 11.26901 -0.613 -0.369 0.628
C 0.33638 -0.44056 11.30018 0.968 -0.362 -0.172
C -0.50236 -0.00186 10.11430 -0.463 -0.575 -0.073
C -0.92927 1.45457 10.22680 -0.055 -0.294 0.770
P -1.94864 2.19498 8.92844 0.923 -0.113 1.624
C -1.98664 3.93589 9.46275 -0.284 -0.893 -0.901
C -2.73627 4.13926 10.76317 -1.016 0.465 0.105
C -3.03400 5.62817 11.02448 1.373 -0.590 0.626
C -3.46609 5.90371 12.46457 -0.622 1.135 -0.922
C -3.52464 1.33472 9.05948 0.697 -0.762 -0.729
C -4.65125 1.95189 8.26773 -1.016 1.188 0.522
C -6.05392 1.37481 8.56283 0.406 -0.488 0.640
C -6.10423 -0.10499 8.98420 -1.249 0.713 -0.290
C -1.09931 2.05265 7.33867 -1.937 0.147 -0.557
C -1.17287 0.65649 6.67804 0.414 -0.577 0.733
C -0.05791 0.36522 5.67384 -0.750 -0.996 0.503
C -0.26617 -0.99855 5.00848 -0.162 -0.075 -0.852
H 1.05987 -2.24163 12.21869 0.090 -0.060 -0.095
H 1.23473 -2.34652 10.47106 0.128 0.474 -0.168
H -0.34391 -2.47416 11.20920 0.094 -0.035 0.014
H 1.29383 0.08495 11.38263 -0.121 0.196 -0.225
H -0.19502 -0.21836 12.22874 -0.128 0.043 -0.063
H -1.37024 -0.67310 10.18411 -0.262 0.356 -0.213
H -0.08094 -0.25172 9.13991 0.561 0.142 0.189
H -0.08524 2.10861 10.46961 0.144 -0.011 -0.484
H -1.50545 1.48895 11.16111 -0.271 0.279 -0.219
H -2.47527 4.46252 8.63709 0.218 0.389 0.139
H -0.92348 4.17933 9.52187 -0.092 0.429 -0.061
H -2.22800 3.70651 11.62427 0.158 -0.012 -0.077
H -3.72123 3.65939 10.69033 0.154 -0.228 0.100
H -3.73269 6.00448 10.27944 -0.104 0.078 0.085
H -2.08379 6.16619 10.91545 -0.138 0.075 -0.349
H -2.72644 5.63648 13.21174 -0.025 -0.377 -0.004
H -4.46616 5.52625 12.67091 0.135 -0.291 0.276
H -3.55013 6.99480 12.49361 -0.116 -0.061 0.400
H -3.75735 1.23186 10.12084 -0.020 0.316 0.039
H -3.23828 0.31561 8.75949 -0.349 -0.008 -0.154
H -4.50687 2.07841 7.19385 0.462 -0.429 0.013
H -4.71369 2.97715 8.66156 0.048 0.095 -0.395
H -6.72407 1.58356 7.73162 0.034 -0.106 -0.096
H -6.46517 1.91616 9.41924 0.031 0.142 -0.107
H -5.54975 -0.27974 9.90282 0.352 -0.268 -0.222
H -5.91473 -0.80221 8.17076 0.468 -0.106 0.165
H -7.15116 -0.25921 9.26461 0.089 -0.273 -0.004
H -0.15269 2.57634 7.46901 0.243 -0.371 -0.250
H -1.75769 2.65263 6.68998 0.542 0.483 0.053
H -2.15674 0.49885 6.22651 0.128 0.395 -0.083
H -1.12931 -0.12375 7.44595 0.081 0.024 -0.064
H 0.86091 0.20850 6.24388 0.245 0.847 -0.201
H -0.03284 1.16259 4.93301 0.507 -0.002 -0.019
H -1.09734 -1.04323 4.29820 -0.020 0.271 0.280
H -0.43581 -1.82129 5.70592 0.265 0.159 0.247
H 0.60514 -1.21385 4.38647 0.059 -0.216 0.195
N -0.64324 -0.31940 0.02861 2.245 0.404 0.481
S 0.28224 -0.70768 -1.19559 -0.517 -0.461 -3.410
O 0.61440 -2.07655 -1.33691 0.057 -0.572 0.584
O 1.28770 0.24977 -1.55775 0.394 0.325 0.804
F -0.75696 -0.47506 -2.37939 -0.509 -0.093 0.524
S 0.46861 0.24665 1.09974 -2.250 0.018 3.700
O 0.74057 1.63679 1.06354 0.218 0.245 -0.875
O 1.45102 -0.67873 1.54040 0.852 -0.334 -1.212
F -0.52527 0.14039 2.37464 -0.358 0.338 -0.777
N -5.37146 -1.15026 -0.83049 -2.077 0.055 -0.466
S -5.50278 -1.34211 -2.42050 3.166 -0.097 -2.189
O -5.84222 -0.19011 -3.16534 -1.141 0.370 -0.031
O -5.90576 -2.63045 -2.86593 0.038 -0.018 0.561
F -3.87224 -1.26748 -2.68087 -0.280 -0.717 0.566
S -6.93759 -0.79418 -0.44829 -0.556 0.892 1.729
O -7.87681 -1.84005 -0.55408 0.221 -1.199 -0.104
O -7.38687 0.47812 -0.87224 0.548 0.675 -0.043
F -6.65841 -0.63944 1.11059 0.280 -0.075 0.071